Record 1
{
  "formula": "CN2O2S",
  "method": "the ωB97M-V functional and the def2-TZVPD basis",
  "charge": 0,
  "e_homo_ev": -9.86,
  "lumo_energy_ev": 0.31,
  "e_above_lowest_kcal_mol": 8.2,
  "symbols": ["N", "S", "N", "O", "C", "O"],
  "xyz": [[1.010, -1.287, 0.421], [2.542, 0.590, -0.615], [1.740, -0.557, -0.075], [-0.896, -0.107, -0.479], [-1.772, 0.447, 0.072], [-2.624, 0.915, 0.677]]
}

---

Record 2
{
  "formula": "C15H21BF6N8OP2Y",
  "method": "the ωB97M-V functional and the def2-TZVPD basis",
  "charge": 3,
  "e_homo_ev": [-18.38, -18.40],
  "lumo_energy_ev": [-13.00, -13.08],
  "symbols": ["P", "H", "C", "N", "C", "H", "H", "H", "C", "N", "H", "H", "H", "Y", "C", "H", "F", "N", "H", "C", "C", "C", "H", "H", "C", "N", "F", "C", "B", "F", "H", "C", "N", "H", "H", "F", "H", "C", "C", "N", "P", "F", "H", "F", "H", "N", "C", "N", "O", "H", "H", "C", "H", "C", "H"],
  "xyz": [[3.993, 1.193, -0.630], [2.583, 3.054, -0.092], [3.325, 2.840, -0.863], [-0.996, 1.096, -0.562], [-0.582, -1.185, 3.217], [2.429, -0.720, 2.091], [-2.806, -4.613, -1.369], [4.323, 0.720, -2.945], [5.053, 1.204, 0.810], [-2.073, -1.828, 0.163], [-0.327, -3.534, -1.969], [-6.368, -1.066, 2.579], [-3.205, 3.466, -1.100], [0.805, -0.304, -0.969], [-2.644, 2.607, -0.776], [5.455, 0.205, 0.982], [0.204, 0.732, -4.860], [-0.890, -2.054, -0.622], [-2.583, 0.864, 3.580], [-2.928, -2.784, -0.044], [-3.032, 1.642, 0.117], [-1.069, -3.155, -1.279], [-3.968, 1.545, 0.640], [-0.710, 2.684, -1.896], [1.378, -0.812, 2.316], [0.477, -0.488, 1.395], [0.461, -1.587, -4.813], [-5.347, -0.716, 2.620], [-2.004, -0.516, 1.129], [1.543, -1.423, -2.752], [1.227, -1.588, 4.401], [4.964, 0.762, -2.064], [-0.748, -0.702, 1.958], [5.885, 1.891, 0.648], [5.739, 1.516, -2.221], [-0.483, -0.489, -3.015], [-5.195, 0.610, 4.459], [-3.381, 0.274, 3.151], [-1.367, 2.214, -1.179], [-3.243, -0.454, 2.075], [0.884, -0.347, -3.993], [1.296, 0.884, -2.816], [-1.416, -1.463, 3.839], [2.315, -0.212, -4.569], [5.442, -0.206, -1.916], [-4.473, -1.072, 1.731], [-4.747, 0.150, 3.590], [-2.035, 0.730, 0.250], [2.837, 0.180, -0.428], [-3.897, -2.810, 0.427], [4.495, 1.531, 1.688], [0.760, -1.259, 3.489], [2.876, 2.928, -1.853], [-2.356, -3.713, -0.976], [4.124, 3.579, -0.780]]
}

---

Record 3
{
  "formula": "C8H32N10O8",
  "method": "the ωB97M-V functional and the def2-TZVPD basis",
  "charge": 0,
  "e_homo_ev": -9.17,
  "lumo_energy_ev": -0.21,
  "e_above_lowest_kcal_mol": 0.2,
  "symbols": ["H", "C", "H", "O", "H", "H", "H", "N", "H", "H", "H", "C", "C", "H", "H", "C", "N", "N", "O", "H", "H", "H", "C", "H", "O", "N", "H", "H", "H", "H", "O", "H", "C", "H", "O", "H", "H", "N", "H", "H", "N", "H", "H", "O", "H", "N", "N", "H", "H", "H", "H", "O", "N", "C", "C", "H", "O", "N"],
  "xyz": [[-1.213, -1.002, -0.989], [3.196, -2.169, -0.112], [1.766, 2.602, 0.469], [-2.023, -3.652, -2.285], [-0.116, 5.565, 0.561], [1.851, 2.177, 3.466], [-0.087, 3.953, -0.329], [-0.358, -0.681, -0.583], [-0.601, -3.917, -1.046], [4.994, -1.295, 0.288], [-2.762, -3.275, -1.804], [-0.202, 0.622, -0.242], [-0.351, -4.703, 0.824], [1.003, 1.299, 2.248], [0.495, -1.209, -0.468], [-0.490, 4.543, 0.495], [4.101, 4.604, -0.415], [4.450, -1.738, -0.424], [2.341, -2.522, -0.924], [-3.055, -5.468, -2.584], [-2.130, 1.054, -0.901], [-1.544, -5.305, -3.461], [-2.397, -4.746, -3.089], [-3.694, -0.624, -2.511], [-3.129, 0.134, -2.341], [2.942, -2.144, 1.229], [-1.136, 0.879, 2.381], [4.483, 4.756, 0.497], [-4.515, 1.439, -1.538], [1.030, -3.892, -0.257], [-0.031, 1.880, 5.180], [-1.196, 2.396, -0.287], [-3.938, 1.309, -2.461], [3.592, -1.834, 1.924], [0.334, -4.662, 1.860], [-0.047, 4.097, 1.390], [-3.307, 2.188, -2.560], [-1.179, 1.099, 3.359], [-2.350, 4.982, -0.043], [2.011, -2.274, 1.591], [-1.295, 1.409, -0.464], [4.410, 5.166, -1.185], [-2.026, -5.369, 1.769], [2.502, 3.635, -1.686], [4.833, -1.628, -1.344], [0.074, -4.217, -0.355], [-1.601, -5.243, 0.870], [-2.176, -5.277, 0.049], [-2.055, 1.061, 3.841], [2.933, 3.424, 1.472], [-3.030, -4.389, -3.911], [-1.900, 4.367, 0.541], [2.484, 3.317, 0.586], [-0.069, 1.544, 3.991], [3.019, 3.798, -0.582], [-4.648, 1.223, -3.283], [0.790, 0.989, 0.411], [1.012, 1.724, 3.173]]
}

---

Record 4
{
  "formula": "C17H32ClN2O9P3",
  "method": "the ωB97M-V functional and the def2-TZVPD basis",
  "charge": 0,
  "e_homo_ev": -8.67,
  "lumo_energy_ev": -0.39,
  "symbols": ["O", "C", "C", "H", "H", "C", "H", "O", "O", "O", "C", "C", "H", "C", "C", "H", "H", "H", "C", "H", "P", "O", "H", "C", "C", "C", "H", "N", "C", "O", "H", "H", "H", "N", "O", "H", "C", "H", "H", "H", "C", "C", "C", "H", "H", "O", "H", "H", "H", "Cl", "C", "H", "H", "H", "H", "H", "H", "H", "O", "H", "H", "P", "H", "P"],
  "xyz": [[-0.077, 8.810, 2.264], [-1.158, 6.710, 2.797], [2.980, 4.074, 0.527], [3.189, 5.162, 2.369], [6.000, -3.548, -1.839], [-2.250, 6.063, 1.960], [-0.230, 6.145, 2.768], [-1.913, -5.368, -1.646], [-4.027, -5.320, -2.386], [1.552, 3.913, 0.470], [-3.878, -3.580, -3.955], [3.453, -4.045, -3.017], [0.963, -3.903, 3.475], [1.101, 3.399, 1.638], [4.089, -2.747, -1.157], [0.052, -0.875, -0.146], [5.666, -1.900, -2.402], [-3.509, 7.094, 0.510], [-4.722, -4.761, -3.513], [3.261, 4.980, -0.005], [-0.576, -2.669, 1.488], [1.646, -3.230, 3.506], [-1.472, 6.869, 3.830], [-3.036, 7.266, 1.474], [-0.991, 8.053, 2.128], [-2.472, -4.045, -3.599], [4.432, -2.778, -0.123], [-3.681, -2.330, 1.159], [3.314, 4.140, 2.006], [4.600, -3.400, -3.350], [-5.723, -4.466, -3.208], [-2.014, -4.623, -4.404], [3.444, 3.216, 0.034], [0.046, -2.732, -1.115], [2.789, -4.646, -3.809], [-4.351, -3.024, 1.469], [2.243, 3.245, 2.614], [-2.799, -2.978, 3.446], [-1.566, -1.485, -0.460], [-3.801, 7.581, 2.190], [-2.724, -4.963, -2.427], [5.214, -2.862, -2.167], [3.193, -3.911, -1.537], [1.953, 3.571, 3.609], [-4.800, -5.528, -4.287], [-2.066, 8.321, 1.348], [-1.826, -3.221, -3.313], [-1.802, 5.545, 1.110], [-4.134, -2.699, -3.363], [2.408, -0.832, 1.938], [-0.552, -1.786, -0.165], [0.154, -2.305, -2.023], [-2.498, -0.830, 2.756], [-0.539, -3.559, -1.183], [3.548, -1.808, -1.303], [-2.859, 5.343, 2.505], [2.149, -3.688, -1.336], [2.549, 2.197, 2.632], [-0.041, 3.095, 1.819], [4.333, 3.829, 2.231], [3.488, -4.838, -1.040], [-2.570, -2.172, 2.293], [-4.009, -3.326, -5.006], [0.858, -1.842, 2.923]]
}

---

Record 5
{
  "formula": "C5H10O2",
  "method": "the ωB97M-V functional and the def2-TZVPD basis",
  "charge": 0,
  "e_homo_ev": -9.16,
  "lumo_energy_ev": 0.97,
  "e_above_lowest_kcal_mol": 60.1,
  "symbols": ["O", "H", "H", "C", "C", "O", "H", "C", "H", "H", "H", "H", "C", "H", "C", "H", "H"],
  "xyz": [[1.167, 0.295, 0.444], [1.159, -0.510, -1.461], [-0.941, -0.879, 1.081], [0.663, 0.283, -0.885], [-1.724, 0.868, -0.004], [-1.194, 1.815, 0.869], [-2.376, -1.284, 0.010], [2.053, -0.766, 0.722], [-2.678, 1.211, -0.395], [0.925, 1.244, -1.349], [2.971, -0.680, 0.125], [-1.210, -0.116, -1.925], [-0.839, 0.078, -0.921], [-0.328, 1.491, 1.160], [-1.555, -0.605, 0.227], [1.592, -1.745, 0.523], [2.313, -0.702, 1.780]]
}

---

Record 6
{
  "formula": "C6H12O",
  "method": "the ωB97M-V functional and the def2-TZVPD basis",
  "charge": 0,
  "e_homo_ev": -7.87,
  "lumo_energy_ev": 0.82,
  "e_above_lowest_kcal_mol": 85.0,
  "symbols": ["H", "H", "C", "H", "H", "H", "C", "C", "H", "H", "H", "H", "C", "H", "C", "O", "H", "H", "C"],
  "xyz": [[2.803, -1.860, -0.550], [1.548, -3.059, -0.150], [1.743, -2.007, -0.371], [1.205, -1.802, -1.310], [-0.715, 0.977, 2.291], [-2.224, 0.340, 1.570], [-1.320, 0.927, 1.382], [-0.499, 0.358, 0.247], [-2.210, -0.504, -0.806], [1.481, 0.866, -0.702], [-1.614, 1.943, 1.103], [0.327, 2.169, -0.530], [0.714, 1.282, -0.033], [-0.731, -0.412, -1.762], [1.290, -0.990, 0.644], [-0.040, -0.986, 0.545], [1.233, 1.572, 0.886], [-1.660, 1.067, -1.441], [-1.330, 0.118, -1.014]]
}

---

Record 7
{
  "formula": "C6H13NO",
  "method": "the ωB97M-V functional and the def2-TZVPD basis",
  "charge": 1,
  "e_homo_ev": [-13.45, -13.44],
  "lumo_energy_ev": [-5.05, -7.79],
  "multiplicity": 2,
  "e_above_lowest_kcal_mol": 47.2,
  "symbols": ["N", "C", "H", "H", "C", "H", "H", "H", "C", "H", "C", "C", "H", "H", "H", "H", "C", "H", "H", "O", "H"],
  "xyz": [[-2.886, -0.061, 1.067], [-0.326, 0.821, 0.510], [3.900, -0.867, 0.639], [-2.507, -0.259, -0.906], [0.900, 0.524, -0.047], [2.497, -1.783, -1.228], [1.391, -2.058, -2.314], [1.425, -0.981, 1.369], [3.170, -0.154, 0.277], [-1.640, 2.507, 0.065], [1.834, -0.316, 0.619], [-1.436, 1.475, -0.227], [-3.564, -0.806, 0.931], [-3.345, 0.613, 1.668], [3.483, 0.813, -0.099], [-3.541, 1.159, -0.600], [-2.684, 0.576, -0.261], [-1.126, 1.585, -1.266], [-0.685, 0.477, 1.483], [1.749, -2.326, -1.464], [1.081, 0.825, -1.075]]
}

---

Record 8
{
  "formula": "C16H25BF3N2O5P",
  "method": "the ωB97M-V functional and the def2-TZVPD basis",
  "charge": 0,
  "e_homo_ev": -8.30,
  "lumo_energy_ev": -0.78,
  "symbols": ["H", "C", "H", "H", "H", "C", "C", "H", "H", "C", "P", "N", "H", "C", "H", "C", "O", "C", "H", "H", "C", "C", "H", "C", "N", "H", "C", "H", "F", "F", "B", "C", "H", "H", "F", "C", "O", "C", "H", "H", "H", "H", "H", "C", "O", "H", "C", "H", "O", "H", "O", "H", "H"],
  "xyz": [[0.404, 1.544, -2.851], [-5.189, 3.142, 2.636], [4.102, 0.362, 0.400], [1.755, -1.647, 0.032], [6.378, -1.048, 2.635], [6.897, -1.004, 1.686], [6.869, -1.974, 0.656], [-0.298, 1.897, -1.039], [2.741, -2.481, -3.540], [7.667, -1.511, -0.366], [0.806, -1.700, -2.748], [8.181, -0.298, 0.014], [-3.353, 1.903, 2.963], [-4.387, 1.976, 2.652], [2.205, 1.498, 0.132], [7.712, 0.022, 1.262], [-5.276, -3.425, -1.008], [1.133, -0.634, 0.088], [8.806, 0.272, -0.540], [-2.257, 0.226, -0.278], [-5.166, 0.936, 2.196], [-1.698, 0.699, -2.440], [-4.892, 4.140, 2.932], [2.071, 0.525, 0.768], [-6.408, 1.434, 1.901], [-1.727, -0.334, -3.008], [-2.801, 0.746, -1.187], [-4.942, -0.113, 2.056], [0.190, 1.593, 2.272], [2.571, 1.633, 3.003], [0.581, -0.293, -1.422], [-4.070, -0.230, -1.635], [6.324, -2.909, 0.659], [-3.130, 1.833, -0.906], [1.395, -0.455, 2.993], [-6.433, 2.778, 2.171], [-0.161, -3.119, -2.295], [-4.780, -2.448, -1.780], [-5.053, -0.023, -1.005], [-4.337, -0.114, -2.785], [-5.244, -2.242, -2.835], [-2.059, 1.510, -3.234], [-0.339, -3.071, -1.309], [-0.164, 1.093, -1.905], [3.419, -0.096, 0.977], [-7.331, 3.359, 2.008], [1.486, 0.876, 2.288], [-7.184, 0.895, 1.541], [-3.594, -1.632, -1.389], [7.999, 0.949, 1.740], [2.467, -2.260, -2.590], [7.915, -1.940, -1.327], [0.198, -0.837, 0.763]]
}

---

Record 9
{
  "formula": "C36H42N4OSZr",
  "method": "the ωB97M-V functional and the def2-TZVPD basis",
  "charge": 4,
  "e_homo_ev": -19.15,
  "lumo_energy_ev": -12.60,
  "e_above_lowest_kcal_mol": 0.0,
  "symbols": ["H", "H", "O", "H", "C", "C", "C", "C", "C", "H", "H", "H", "H", "H", "N", "H", "C", "C", "C", "H", "C", "H", "N", "H", "H", "C", "C", "N", "H", "H", "H", "C", "H", "H", "C", "C", "C", "C", "C", "C", "H", "H", "H", "H", "C", "C", "H", "H", "C", "C", "H", "C", "C", "N", "H", "C", "H", "H", "H", "C", "H", "C", "C", "H", "H", "C", "S", "C", "C", "H", "H", "C", "C", "C", "H", "H", "C", "C", "H", "H", "H", "Zr", "H", "H", "H"],
  "xyz": [[2.966, -0.456, 4.855], [1.316, -7.074, 0.148], [-3.755, 0.183, -0.891], [-0.956, 5.607, -6.050], [1.755, 5.312, -1.139], [-0.514, -6.002, 1.911], [-4.790, 1.941, 3.424], [-0.653, -4.288, 0.140], [1.887, -1.045, 1.738], [-0.298, -7.052, 2.109], [-0.269, 4.700, -1.475], [-2.943, 1.850, -6.595], [5.830, -1.155, 2.522], [4.904, 1.731, 2.437], [0.224, 0.394, 0.817], [-1.045, -7.703, -0.152], [-0.359, -5.745, 0.399], [2.516, 2.899, -2.328], [4.890, -0.987, 1.998], [1.820, -5.441, 0.542], [0.972, 1.459, 1.200], [-5.625, 1.020, -0.506], [-1.156, -1.545, -0.278], [5.115, -0.446, 1.077], [3.860, 5.701, -0.995], [3.103, 4.996, -1.315], [0.116, -3.285, 0.757], [-1.187, 1.930, -1.626], [-1.790, 2.758, -1.684], [1.476, 6.255, -0.689], [4.531, 3.571, -2.051], [-0.128, -1.955, 0.526], [-1.531, -5.802, 2.250], [0.918, -3.573, 1.420], [-2.592, 1.722, 2.539], [-4.911, 0.371, 0.000], [-1.650, 1.977, -4.897], [4.631, 1.133, 3.309], [2.655, 0.050, 2.179], [-0.522, 4.117, -4.580], [4.012, 1.733, 3.979], [4.486, -1.967, 1.741], [-2.519, 4.174, -7.313], [-1.795, 0.941, -4.611], [-0.795, 2.814, -4.175], [0.777, 4.436, -1.571], [0.184, 4.741, -4.052], [-1.517, 1.832, 2.617], [-2.037, 3.791, -6.423], [1.174, 3.235, -2.163], [-2.702, -2.172, -1.527], [-1.160, 4.600, -5.714], [-5.286, 1.366, 2.261], [-3.070, 1.173, 1.391], [2.702, 2.215, 2.157], [-1.674, -3.849, -0.711], [1.246, -5.826, -1.093], [-2.992, 2.561, 4.455], [-4.078, -0.009, -1.785], [-1.300, -6.668, -0.374], [-6.350, 1.211, 2.131], [0.699, -0.859, 1.081], [1.096, -6.023, -0.030], [-1.205, -6.542, -1.454], [0.592, 2.443, 0.936], [-3.416, 2.122, 3.562], [0.043, 2.062, -2.813], [-4.405, 0.996, 1.265], [3.952, -0.179, 2.917], [3.211, -1.972, 3.965], [-5.364, -0.604, 0.185], [3.484, 3.800, -1.907], [3.641, -0.994, 4.188], [-1.901, -2.508, -0.881], [0.181, -5.412, 2.511], [-2.303, -4.551, -1.239], [2.158, 1.326, 1.874], [-2.282, 2.481, -6.017], [-2.344, -6.528, -0.084], [-5.467, 2.244, 4.213], [2.253, -2.045, 1.915], [-1.672, 0.575, -0.221], [2.801, 1.967, -2.802], [5.553, 0.910, 3.843], [4.572, -1.168, 4.726]]
}

---

Record 10
{
  "formula": "C4H9NO3",
  "method": "the ωB97M-V functional and the def2-TZVPD basis",
  "charge": 0,
  "e_homo_ev": -10.25,
  "lumo_energy_ev": 0.73,
  "e_above_lowest_kcal_mol": 80.2,
  "symbols": ["C", "C", "N", "O", "H", "H", "C", "H", "H", "H", "O", "H", "H", "H", "C", "H", "O"],
  "xyz": [[-0.172, 1.782, -0.120], [-1.564, -0.783, -0.499], [1.947, 0.581, 0.569], [1.000, 0.571, 1.663], [0.376, 2.669, 0.217], [-0.229, 1.823, -1.212], [0.490, 0.514, 0.326], [-1.932, -1.787, -0.741], [-2.188, -0.397, 0.314], [2.379, -0.334, 0.704], [0.022, -1.794, 0.942], [1.479, -0.851, -1.245], [-1.186, 1.856, 0.287], [-1.720, -0.166, -1.391], [-0.095, -0.833, -0.102], [0.760, -1.524, 1.508], [0.633, -1.327, -1.220]]
}

---

Record 11
{
  "formula": "C3H8N3",
  "method": "the ωB97M-V functional and the def2-TZVPD basis",
  "charge": 1,
  "e_homo_ev": -12.13,
  "lumo_energy_ev": -5.65,
  "e_above_lowest_kcal_mol": 137.3,
  "symbols": ["H", "H", "H", "N", "C", "C", "H", "N", "N", "C", "H", "H", "H", "H"],
  "xyz": [[2.396, 1.400, -0.067], [0.538, 1.024, -1.189], [-0.202, -0.723, -1.492], [-2.788, -0.239, 0.182], [0.574, -0.068, -1.075], [-2.192, -1.025, 0.796], [1.751, 1.080, 1.413], [1.441, -0.414, -0.165], [-2.928, 0.783, -0.464], [2.255, 0.478, 0.568], [-2.063, -1.685, 1.713], [-3.769, 0.780, -0.911], [3.198, 0.016, 0.837], [1.791, -1.408, -0.147]]
}

---

Record 12
{
  "formula": "ClN2O2",
  "method": "the ωB97M-V functional and the def2-TZVPD basis",
  "charge": -1,
  "e_homo_ev": -3.39,
  "lumo_energy_ev": 4.38,
  "e_above_lowest_kcal_mol": 62.1,
  "symbols": ["O", "O", "Cl", "N", "N"],
  "xyz": [[1.437, 0.401, -1.077], [-1.248, -0.194, -0.793], [1.239, -0.730, 0.363], [-0.679, 0.557, 1.265], [-0.749, -0.035, 0.241]]
}